# C33H50BrN5O5

A cluster of 4 separate species, C33H50BrN5O5 in total (the ωB97M-V functional and the def2-TZVPD basis, OMol25).

Calculated values
net charge	0
SMILES	CC(C)[C@H](C)COc1cc2nccnc2c(C[C@H](C)OCc2ccccc2)c1Br.CN(C)C=O.CN(C)C=O.CN(C)C=O

The geometry in XYZ format:
```
94
Properties=species:S:1:pos:R:3:forces:R:3:mulliken_charge:R:1
C -1.711641 -4.028932 2.153027 -0.60 0.24 -0.06 -1.79
C -1.582923 -3.055585 0.991021 0.43 -0.86 0.17 0.68
C -0.113875 -2.941537 0.560216 0.05 0.56 -0.17 -0.68
C 0.736744 -1.974952 1.347485 -0.20 -0.13 0.00 0.15
C 0.538278 -0.614030 1.364199 0.06 0.15 0.11 0.39
Br -0.846902 0.231824 0.377047 0.03 -0.25 -0.07 -0.06
C 1.380451 0.256627 2.117097 0.39 -0.14 0.14 -0.24
O 1.194158 1.608803 2.180797 -0.35 -0.40 -0.25 0.00
C 1.710665 2.342044 1.066357 0.02 0.74 -0.15 -1.06
C 1.254369 3.790658 1.176222 -0.03 0.10 -0.06 0.28
C -0.212531 3.928072 0.767096 0.20 -0.25 0.21 -1.65
C 1.575252 4.448534 2.530568 -0.17 0.08 0.13 0.72
C 2.979938 4.115207 3.012023 -0.17 0.01 0.09 -1.55
C 0.523264 4.207166 3.630819 0.38 -0.23 0.19 -1.64
C 2.409978 -0.278019 2.835155 0.07 0.27 0.02 -0.24
C 2.669777 -1.658037 2.841510 0.09 0.34 0.06 0.22
N 3.731644 -2.122810 3.563760 -0.40 -0.13 -0.20 -0.66
C 3.889590 -3.414208 3.519833 0.44 0.08 0.33 -0.33
C 3.063883 -4.275113 2.778076 -0.27 -0.14 -0.31 -0.39
N 2.059174 -3.850292 2.065993 0.05 0.19 0.16 -0.41
C 1.836448 -2.505332 2.094020 -0.20 -0.29 -0.08 -0.15
O -2.338208 -3.631407 -0.073523 -0.27 0.23 0.24 -0.42
C -2.931791 -2.718282 -0.969774 0.00 0.10 -0.23 -1.05
C -2.124068 -2.494526 -2.220600 0.37 -0.05 -0.36 0.59
C -2.137061 -1.275857 -2.891117 -0.04 -0.19 0.06 -0.31
C -1.366731 -1.089572 -4.029544 0.12 0.06 -0.25 -0.77
C -0.557215 -2.102937 -4.529056 -0.32 -0.19 0.45 -0.56
C -0.554245 -3.332080 -3.874532 -0.04 0.43 -0.05 -0.95
C -1.329384 -3.513363 -2.737262 0.15 -0.26 -0.16 0.04
H -2.772735 -4.239432 2.272412 -0.10 -0.10 0.09 0.51
H -1.379486 -3.581994 3.086278 0.36 -0.06 0.06 0.35
H -1.204432 -4.965248 1.946179 0.19 -0.08 0.07 0.32
H -2.003682 -2.114050 1.329681 -0.16 0.33 -0.34 0.31
H 0.298162 -3.936485 0.645984 0.24 -0.13 0.01 0.43
H -0.018548 -2.674115 -0.490450 -0.31 0.20 -0.14 0.14
H 1.353203 1.944281 0.118948 -0.07 -0.29 -0.07 0.69
H 2.800901 2.314781 1.055805 0.12 -0.28 0.19 0.42
H 1.843327 4.330112 0.429949 0.18 -0.01 -0.05 0.38
H -0.637577 4.877676 1.079783 0.01 0.19 -0.05 0.38
H -0.311981 3.816536 -0.309632 -0.12 0.02 -0.12 0.48
H -0.783025 3.135752 1.242342 -0.24 -0.05 0.01 0.18
H 1.599761 5.519995 2.338485 -0.12 0.15 -0.11 0.65
H 3.696791 4.506877 2.299742 0.32 -0.13 -0.06 0.17
H 3.168797 4.598388 3.966382 0.07 0.20 0.07 0.51
H 3.114427 3.048155 3.173650 0.04 -0.16 -0.09 0.25
H -0.306143 3.583279 3.318011 -0.13 0.01 -0.08 0.29
H 0.140303 5.143616 4.025520 -0.15 0.13 -0.04 0.35
H 0.992906 3.695852 4.469732 -0.02 -0.13 0.09 0.40
H 3.054347 0.378669 3.397250 0.08 0.07 0.11 0.55
H 4.705193 -3.842593 4.086280 0.15 0.02 0.08 0.43
H 3.268198 -5.335696 2.773081 0.00 -0.17 0.01 0.45
H -3.909587 -3.125417 -1.231597 -0.08 -0.11 -0.04 0.47
H -3.110203 -1.748881 -0.503691 -0.01 0.08 0.24 0.26
H -2.742972 -0.455820 -2.530712 0.00 0.12 0.05 0.23
H -1.394079 -0.133597 -4.531393 -0.01 0.13 0.01 0.49
H 0.058318 -1.944938 -5.399449 0.05 0.05 -0.14 0.40
H 0.069109 -4.132727 -4.243439 0.03 -0.14 0.00 0.42
H -1.284694 -4.474764 -2.246191 -0.08 -0.02 0.23 0.86
C -4.528745 2.376220 -2.686496 0.07 0.05 -0.11 0.04
O -3.383895 1.994073 -2.839651 0.00 -0.06 0.04 -0.53
N -5.306118 2.048779 -1.638164 -0.18 0.03 0.05 0.19
C -6.666563 2.529958 -1.500922 0.16 -0.13 0.11 -0.94
C -4.748929 1.182813 -0.613342 0.13 0.09 -0.12 -0.75
H -5.031390 3.036681 -3.412626 -0.02 0.00 0.02 0.27
H -6.769287 3.112335 -0.583236 -0.08 0.02 -0.02 0.34
H -7.361914 1.688990 -1.465644 -0.06 0.05 0.00 0.34
H -6.923951 3.162058 -2.347814 0.03 0.00 -0.02 0.29
H -3.862521 1.647823 -0.178366 0.01 -0.08 0.05 0.19
H -4.455028 0.229519 -1.053385 0.01 -0.04 0.07 0.18
H -5.486725 1.009438 0.165515 -0.05 0.03 -0.02 0.40
C 4.755076 7.771141 1.797716 -0.12 0.05 0.03 0.10
O 4.037582 6.975993 2.373061 0.03 0.05 -0.04 -0.53
N 6.037725 7.535370 1.463822 0.12 0.08 -0.08 0.11
C 6.852034 8.519340 0.779032 0.01 -0.22 0.09 -0.92
C 6.616136 6.246504 1.806553 -0.16 0.04 0.04 -0.87
H 4.404414 8.773199 1.496859 0.03 0.00 -0.01 0.26
H 7.194732 8.124272 -0.179399 0.03 0.07 -0.02 0.34
H 7.722169 8.777142 1.386081 0.02 0.06 -0.05 0.34
H 6.271356 9.421231 0.598625 -0.03 0.00 0.01 0.29
H 6.053348 5.444007 1.328621 0.04 -0.04 0.02 0.24
H 6.575580 6.092408 2.885259 0.02 -0.06 -0.01 0.29
H 7.650012 6.212201 1.473139 0.01 0.04 -0.02 0.37
C -3.391355 -8.511542 -4.853536 -0.07 -0.06 -0.07 0.12
O -2.863647 -9.303315 -5.609403 0.05 0.01 0.01 -0.59
N -2.733418 -7.757783 -3.952253 -0.08 0.08 0.10 0.12
C -3.414740 -6.826776 -3.073401 0.28 -0.08 -0.07 -0.81
C -1.289184 -7.885390 -3.863245 -0.09 -0.08 -0.11 -0.93
H -4.482071 -8.342330 -4.844802 0.01 0.02 0.02 0.25
H -3.040606 -5.816231 -3.248482 -0.10 0.05 0.09 0.29
H -3.234251 -7.099416 -2.031327 -0.07 0.10 0.04 0.31
H -4.485668 -6.846756 -3.263545 -0.01 -0.03 -0.03 0.31
H -0.831167 -7.635590 -4.820859 0.05 -0.01 0.02 0.30
H -1.017790 -8.912110 -3.615636 0.06 0.01 0.00 0.33
H -0.912836 -7.214533 -3.094605 -0.04 0.02 0.02 0.32
```
Positions in Å, forces in eV/Å.

# C33H50F13NO2P

A cluster of 2 separate species, C33H50F13NO2P in total (the ωB97M-V functional and the def2-TZVPD basis, OMol25).

Calculated values
net charge	+1

The geometry in XYZ format:
```
100
Properties=species:S:1:pos:R:3:forces:R:3:mulliken_charge:R:1
O 4.771045 -4.887264 3.859126 -2.53 4.04 -2.17 -0.54
C 4.127585 -3.956965 3.287806 2.94 -3.70 2.45 0.34
O 4.363428 -3.784194 1.890057 -0.23 1.32 1.84 -0.46
N 3.217654 -3.137721 4.104749 0.22 0.49 -2.18 0.27
C 3.932358 -2.036341 4.820177 0.08 0.30 0.91 -1.15
C 4.213507 -0.717578 3.943987 0.66 0.94 0.84 0.10
C 5.683423 -0.100683 4.109875 3.13 1.74 -0.22 0.28
C 6.762399 -0.562345 5.118697 0.70 2.91 -2.64 -0.32
C 8.176823 0.131308 5.108987 -2.58 1.25 -2.70 -0.50
C 8.501474 1.286657 4.095078 -3.24 -1.45 0.04 -0.34
C 7.408854 1.803669 3.094588 -1.32 -3.70 2.94 -0.53
C 6.036135 1.091687 3.135841 2.16 -0.72 1.68 -0.25
C 2.024968 -2.672268 3.339147 -0.96 -0.56 -0.88 -0.87
C 0.939040 -1.867592 4.198988 -0.82 -0.08 -0.77 -0.40
C -0.064093 -2.778977 5.044809 1.48 -0.44 1.18 0.74
F -0.454186 -3.990022 4.414959 0.57 2.75 1.15 -0.31
F 0.629761 -3.169317 6.255701 -1.50 0.74 -2.56 -0.34
C -1.355303 -1.930054 5.571822 0.82 -1.24 2.13 0.56
F -1.782619 -2.616666 6.764806 0.50 1.88 -2.93 -0.30
F -0.915006 -0.646913 5.987532 -1.18 -2.50 -1.27 -0.27
C -2.580217 -1.918822 4.534667 -0.90 -2.38 -0.53 0.56
F -3.201640 -3.212597 4.652195 1.63 3.11 -0.25 -0.31
F -2.146093 -1.853816 3.159849 -0.89 0.41 3.24 -0.19
C -3.743561 -0.851594 4.872408 -0.97 -0.91 1.81 0.54
F -3.790401 -0.625594 6.291540 0.44 -0.71 -3.50 -0.27
F -4.979229 -1.487576 4.554152 2.79 2.11 0.24 -0.28
C -3.553796 0.586640 4.185970 -0.57 2.12 1.01 0.51
F -4.123032 1.543999 5.097723 1.28 -2.26 -2.41 -0.29
F -2.208419 0.980317 3.988345 -2.81 -1.42 0.43 -0.20
C -4.328441 0.792091 2.797686 -1.12 1.98 -2.30 0.61
F -4.042381 2.139387 2.379901 -0.59 -3.31 1.00 -0.27
F -3.887835 -0.038011 1.742158 -0.94 1.62 2.75 -0.20
F -5.731659 0.710146 2.882891 3.74 -0.14 0.05 -0.23
H 5.324423 -3.540739 1.815024 -1.15 -0.66 0.13 0.35
H 4.866577 -2.501452 5.295596 -1.32 0.77 -0.94 0.54
H 3.257197 -1.730334 5.707959 1.14 -0.60 -1.40 0.26
H 3.482389 0.093913 4.335194 1.13 -1.21 -0.81 0.29
H 4.022917 -0.829446 2.823940 0.25 -0.14 1.57 0.23
H 6.549161 -1.393662 5.864444 0.42 1.31 -1.16 0.27
H 8.967077 -0.248860 5.837470 -1.23 0.72 -1.22 0.32
H 9.528777 1.779836 4.055417 -1.61 -0.92 0.26 0.31
H 7.558342 2.650485 2.351037 0.00 -1.33 1.25 0.32
H 5.218981 1.458681 2.406167 1.43 -0.74 1.33 0.19
H 2.284380 -2.055151 2.392930 -0.30 -0.74 1.61 0.27
H 1.513004 -3.627931 2.928722 0.74 1.58 0.70 0.54
H 1.361816 -1.078607 4.905202 -0.50 -1.25 -0.91 0.32
H 0.286917 -1.288572 3.434617 1.02 -0.97 1.22 0.11
C -0.266691 0.261683 -7.549723 -0.01 0.01 -0.28 -1.41
C 0.007303 1.412209 -6.593870 0.29 -0.07 -0.26 0.22
C 0.743098 0.962171 -5.334135 -0.07 0.53 -0.13 -1.10
C -0.117394 0.228857 -4.296732 0.65 -0.76 -0.28 -1.17
P -1.227832 1.190057 -3.281273 0.36 0.53 0.36 1.06
C -0.235296 2.556797 -2.625343 0.16 0.58 -0.05 -1.51
C 1.080745 2.284573 -1.887719 0.32 -0.23 0.21 -0.89
C 1.001439 1.678664 -0.482919 0.00 -0.10 0.11 -0.24
C 0.033627 2.373369 0.469366 0.07 -0.13 0.03 -1.20
C -1.729033 0.236957 -1.859178 0.04 -0.74 0.81 -0.35
C -2.595590 -1.012550 -1.942898 -0.44 -0.51 -0.14 -1.22
C -4.039384 -0.814464 -2.380720 0.00 0.06 -0.30 0.34
C -4.787795 0.299863 -1.665227 -0.26 -0.23 0.12 -1.29
C -2.544960 2.071915 -4.102491 -0.84 0.99 -0.49 -0.89
C -3.734714 1.497175 -4.879499 -0.55 -0.49 0.27 -1.19
C -3.492507 0.284660 -5.781223 -0.44 -0.02 -0.32 0.35
C -3.588918 0.630529 -7.261188 0.16 -0.17 -0.16 -1.80
H -0.827296 -0.547221 -7.077367 -0.05 0.00 -0.04 0.25
H -0.838396 0.615050 -8.412753 0.07 -0.16 0.11 0.39
H 0.669257 -0.162324 -7.926948 -0.08 0.06 0.09 0.42
H -0.921434 1.924467 -6.343087 -0.08 0.03 0.04 -0.22
H 0.627810 2.149840 -7.117982 -0.10 -0.08 0.15 0.44
H 1.207450 1.837025 -4.873095 0.06 -0.08 0.10 0.29
H 1.566934 0.301841 -5.626814 -0.14 0.02 0.12 0.56
H 0.584406 -0.230650 -3.588442 -0.22 0.03 0.18 0.66
H -0.637279 -0.615183 -4.749830 -0.14 0.01 -0.01 0.80
H -0.884686 3.195217 -2.017647 -0.10 -0.18 -0.04 0.79
H 0.015949 3.176600 -3.494523 -0.15 -0.10 -0.03 0.55
H 1.610248 3.240664 -1.800152 -0.17 -0.05 -0.16 0.47
H 1.719558 1.642115 -2.501683 0.02 0.10 -0.02 0.23
H 2.002030 1.713820 -0.038311 -0.06 0.02 -0.15 0.47
H 0.768619 0.614572 -0.542038 -0.04 -0.03 0.00 0.16
H 0.423345 3.346191 0.771383 -0.10 0.03 0.00 0.43
H -0.103334 1.764946 1.366198 0.01 0.14 0.01 0.21
H -0.954617 2.522704 0.030078 0.01 0.01 0.06 0.21
H -2.128859 0.915004 -1.101332 0.03 0.19 -0.18 0.40
H -0.790452 -0.141488 -1.444007 0.14 0.36 -0.07 0.02
H -2.608039 -1.474401 -0.948229 0.23 0.15 -0.07 0.47
H -2.118050 -1.737122 -2.611350 -0.03 -0.02 0.09 0.40
H -4.585050 -1.752875 -2.257404 0.09 0.01 0.06 0.53
H -4.033848 -0.633886 -3.451256 -0.10 0.07 -0.16 -0.47
H -5.004084 0.013646 -0.631223 0.04 0.15 -0.10 0.24
H -5.740783 0.489736 -2.165947 0.04 -0.01 0.13 0.46
H -4.239443 1.241082 -1.648356 0.04 0.09 -0.01 0.27
H -2.061382 2.801750 -4.759879 0.35 -0.12 0.15 0.90
H -2.990974 2.694069 -3.313559 0.28 -0.05 0.11 0.56
H -4.165433 2.312630 -5.470315 0.25 -0.02 0.02 0.55
H -4.530772 1.256405 -4.173799 0.14 0.00 0.11 0.23
H -4.261933 -0.470663 -5.589149 0.16 0.04 0.11 0.46
H -2.541379 -0.193335 -5.559234 0.13 -0.02 -0.01 -0.07
H -4.616396 0.883768 -7.531949 0.07 0.04 0.06 0.47
H -3.288043 -0.227706 -7.868205 -0.05 0.17 -0.04 0.40
H -2.952240 1.480094 -7.516960 -0.01 -0.04 -0.06 0.33
```
Positions in Å, forces in eV/Å.

| no. | energy (eV) | F_max (eV/Å) | LUMO energy (Ha) |
| --- | --- | --- | --- |
| 1 | -122762.4411 | 0.98 | -0.0084 |
| 2 | -85220.6462 | 5.32 | -0.0849 |